The molecule C5H9NO, computed with ωB97M-V/def2-TZVPD.

Structure (XYZ):
```
16
C5H9NO | the OMol25 dataset | ωB97M-V/def2-TZVPD
O -0.13 -0.44 -0.39
N -1.13 1.42 -0.92
C 1.88 -1.41 0.70
C -0.80 0.62 0.09
C 0.40 -1.22 0.66
C -1.61 2.74 -0.59
C 0.95 -2.55 0.32
H 2.45 -0.95 -0.10
H -2.36 3.10 -1.30
H -0.80 1.24 -1.87
H -0.77 3.45 -0.55
H 2.37 -1.43 1.67
H -2.04 2.67 0.41
H 0.93 -2.83 -0.73
H -0.14 -1.06 1.59
H 0.80 -3.36 1.02
```

Values from the calculation:
HOMO   -8.65 eV
DFT total energy   -8865.859 eV
Frontier orbital gap   9.8 eV
Largest force on an atom   0.012 Eh/bohr

Mulliken population analysis, charges in e, atoms 1 to 2: number 1, O, carries -0.31; number 2, N, carries 0.11